C40H49ClCsGeINO7P2 as an isolated structure in a non-equilibrium geometry. Source: the Open Molecules 2025 dataset; level of theory: ωB97M-V/def2-TZVPD.

Lowest unoccupied orbital energy (spin up / spin down) (hartree): -0.00241 / -0.00298
Multiplicity: 2
Energy relative to the best compared isomer or geometry (same formula, charge and spin) (kcal per mole): 35.2
<S²>: 0.755
Largest force on an atom (eV/Å): 2.5
DFT total energy (a.u.): -5672.899311
Total charge: 0

Atoms and positions in Å:
Cs (0.970, 0.970, -0.530)
C (-3.282, -2.824, 0.177)
C (-3.790, -1.817, -0.826)
C (-5.165, -2.131, -1.362)
O (-2.903, -1.785, -2.006)
P (-1.453, -1.158, -1.856)
O (-1.345, -0.244, -0.703)
C (-0.221, -2.481, -1.778)
P (1.366, -2.112, -2.577)
O (1.780, -0.777, -2.098)
O (1.229, -2.215, -4.128)
C (1.122, -3.364, -5.023)
C (2.506, -3.889, -5.328)
C (0.178, -4.422, -4.504)
O (2.334, -3.315, -2.225)
C (2.667, -3.718, -0.845)
C (3.401, -2.627, -0.105)
C (3.493, -4.976, -0.984)
O (-1.149, -0.582, -3.285)
C (-1.929, 0.387, -4.059)
C (-2.808, -0.376, -5.019)
C (-2.680, 1.345, -3.172)
H (-3.967, -2.872, 1.026)
H (-2.308, -2.540, 0.575)
H (-3.219, -3.819, -0.269)
H (-3.768, -0.813, -0.398)
H (-5.184, -3.103, -1.856)
H (-5.481, -1.372, -2.076)
H (-5.885, -2.148, -0.543)
H (-0.643, -3.413, -2.154)
H (0.012, -2.597, -0.717)
H (0.689, -2.911, -5.916)
H (2.965, -4.327, -4.444)
H (3.148, -3.092, -5.698)
H (2.443, -4.660, -6.099)
H (0.554, -4.904, -3.601)
H (0.080, -5.196, -5.268)
H (-0.821, -4.029, -4.314)
H (1.719, -3.959, -0.357)
H (4.326, -2.376, -0.625)
H (3.649, -2.984, 0.896)
H (2.822, -1.715, 0.017)
H (4.446, -4.759, -1.468)
H (2.974, -5.742, -1.559)
H (3.701, -5.373, 0.011)
H (-1.151, 0.925, -4.603)
H (-3.567, -0.949, -4.486)
H (-2.219, -1.059, -5.630)
H (-3.315, 0.323, -5.687)
H (-3.480, 0.858, -2.611)
H (-3.140, 2.118, -3.792)
H (-2.023, 1.827, -2.454)
Cl (6.245, -0.933, 4.288)
C (5.056, -0.060, 3.350)
C (5.396, 1.118, 2.759)
C (4.466, 1.853, 2.006)
I (5.104, 3.596, 1.102)
C (3.139, 1.444, 1.837)
O (2.265, 2.081, 1.173)
C (2.806, 0.135, 2.430)
N (1.559, -0.351, 2.183)
C (1.224, -1.508, 2.690)
C (2.080, -2.286, 3.494)
C (3.339, -1.826, 3.738)
C (3.753, -0.589, 3.189)
H (6.405, 1.493, 2.875)
H (0.215, -1.857, 2.477)
H (1.729, -3.226, 3.902)
H (4.036, -2.391, 4.343)
C (0.276, 1.249, 6.011)
C (-0.424, 0.493, 5.078)
C (-0.640, 0.993, 3.804)
C (-0.182, 2.259, 3.434)
C (0.513, 3.005, 4.384)
C (0.744, 2.505, 5.658)
Ge (-0.452, 2.925, 1.640)
C (0.088, 4.777, 1.494)
C (-0.873, 5.778, 1.323)
C (-0.508, 7.116, 1.261)
C (0.828, 7.476, 1.367)
C (1.792, 6.492, 1.530)
C (1.429, 5.155, 1.586)
C (-2.328, 2.761, 1.144)
C (-2.703, 3.117, -0.153)
C (-4.014, 3.006, -0.591)
C (-4.991, 2.522, 0.269)
C (-4.644, 2.172, 1.566)
C (-3.330, 2.295, 1.998)
H (0.457, 0.858, 7.004)
H (-0.787, -0.493, 5.339)
H (-1.160, 0.372, 3.082)
H (0.891, 3.990, 4.131)
H (1.295, 3.101, 6.376)
H (-1.922, 5.517, 1.248)
H (-1.269, 7.876, 1.134)
H (1.115, 8.519, 1.323)
H (2.839, 6.761, 1.607)
H (2.195, 4.397, 1.684)
H (-1.955, 3.511, -0.837)
H (-4.271, 3.301, -1.601)
H (-6.017, 2.435, -0.064)
H (-5.402, 1.812, 2.251)
H (-3.088, 2.028, 3.020)